ORCA calculation (ωB97M-V/def2-TZVPD) on a molecular structure, C19H19ClN6O8RuS3.

ORCA input file:
```
! wB97M-V def2-TZVPD RIJCOSX def2/J DEFGRID3
* xyz -1 2
Ru -0.706 -0.425 0.004
N -0.739 3.221 3.216
C -0.695 2.241 2.237
S -2.249 1.511 2.050
N 0.483 2.110 1.682
N 0.644 1.097 0.808
C 1.794 1.001 0.258
C 2.090 -0.117 -0.618
C 3.369 -0.292 -1.134
C 3.643 -1.416 -1.889
C 2.633 -2.339 -2.108
C 1.377 -2.090 -1.585
N 1.107 -1.003 -0.869
H -1.404 3.057 3.955
H 0.192 3.416 3.556
H 2.571 1.721 0.494
H 4.131 0.444 -0.919
H 4.633 -1.573 -2.297
H 2.797 -3.236 -2.687
H 0.554 -2.771 -1.756
O -2.318 0.478 0.865
S -1.887 -1.480 -1.704
O -1.175 -1.354 -2.971
O -2.404 -2.823 -1.418
C -3.370 -0.443 -1.840
C -4.591 -1.102 -1.828
C -5.777 -0.390 -1.915
C -5.742 0.993 -2.002
C -4.527 1.656 -1.994
C -3.333 0.951 -1.917
S -1.860 1.975 -1.895
O -2.140 3.027 -0.947
O -1.617 2.374 -3.256
O -0.762 1.063 -1.444
H -4.584 -2.181 -1.746
H -6.725 -0.914 -1.907
H -6.663 1.560 -2.058
H -4.489 2.737 -2.026
Cl 3.147 0.477 4.022
C 2.370 -1.141 3.869
C 1.095 -1.020 3.009
O 0.055 -0.684 3.583
O 1.253 -1.351 1.801
H 2.130 -1.465 4.877
H 3.107 -1.786 3.401
C -3.956 -3.909 2.696
N -2.713 -3.412 2.153
C -1.520 -4.095 2.061
C -0.656 -3.264 1.424
N -1.308 -2.096 1.125
C -2.536 -2.215 1.573
H -3.751 -4.520 3.573
H -4.493 -4.506 1.958
H -4.577 -3.068 2.997
H -1.395 -5.083 2.466
H 0.381 -3.401 1.179
H -3.303 -1.465 1.479
*
```

**Frontier orbital gap (alpha / beta)**: 7.0 / 6.5 eV
**LUMO level (alpha / beta)**: 2.2 / 1.7 eV

Löwdin atomic charge list, values in e, 4 entries: number 1, Ru, carries 1.2555; number 2, N, carries 0.0478; number 3, C, carries -0.6773; number 4, S, carries 0.9410